Entry 1:
101
Properties=species:S:1:pos:R:3:forces:R:3 method="wB97M-V/def2-TZVPD" lumo_energy_ev="0.44 / 0.44" orbital_gap_ev="7.34 / 7.43"
Fe -0.71640 1.56412 0.09452 -0.2 1.2 -1.2
S 1.70017 0.94734 -0.27914 -0.2 0.0 0.3
P -0.17672 -2.87952 -0.44861 0.0 -0.2 -0.2
O -1.69027 -0.11551 0.02094 0.1 -0.2 0.9
O -0.64817 1.52707 2.05520 -0.1 -0.1 0.3
N -0.05057 3.88569 -0.08675 0.0 -0.3 0.2
N 1.85429 0.89571 2.35365 0.2 0.0 0.2
N 3.83417 0.51487 1.29959 0.1 0.2 0.0
N -2.55779 2.49496 0.38459 0.0 -0.9 -0.6
N -0.78470 1.45358 -1.99903 0.1 0.2 0.3
C 0.79800 -5.48794 0.57476 0.0 0.0 -0.1
C 0.91729 4.04697 1.01029 0.0 0.2 0.0
C -2.42826 0.06770 4.84541 -0.1 0.0 0.0
C -3.76436 0.29768 4.50465 0.1 0.0 0.0
C 5.80514 -0.56342 0.47411 0.0 0.0 0.0
C 0.53814 -2.17207 1.10903 0.0 0.1 0.1
C 2.50621 0.79830 1.20606 0.0 -0.2 -0.2
C 0.16137 2.22814 -2.79932 -0.1 0.0 0.0
C -1.40522 0.48349 4.02410 0.0 0.1 0.0
C -4.03050 0.96233 3.32894 0.0 0.0 0.0
C -3.85617 -1.01253 -0.20435 0.0 -0.1 0.0
C -4.89102 -1.04072 -2.39872 0.0 0.0 0.0
C 5.86223 1.04196 -1.77185 0.0 0.0 0.0
C -0.38714 -2.49841 2.28239 0.0 0.0 0.0
C 4.81196 0.39153 0.28238 -0.1 -0.1 0.0
C -2.73316 0.00778 -2.09020 0.0 0.2 0.0
C 1.18040 -2.60837 -1.70704 0.0 0.0 -0.1
C -1.18105 4.77202 0.25879 -0.1 0.0 0.0
C -3.80526 -0.37210 -2.91194 0.0 0.0 0.0
C -1.64258 -5.14902 0.15056 0.0 0.0 -0.1
C -0.04936 3.72693 -2.61281 0.1 0.0 0.0
C -3.00644 1.39046 2.47501 -0.1 -0.2 -0.2
C -1.65947 0.78148 -2.65408 0.0 -0.1 0.0
C -3.38109 2.09901 1.27040 0.0 0.1 0.2
C 0.51957 -2.52685 -3.08775 0.0 0.1 0.0
C 2.35119 -3.58948 -1.76720 0.0 0.0 0.0
C 4.85132 1.21208 -0.83771 0.0 0.0 0.0
C 2.00209 -2.42852 1.46087 0.0 0.0 0.0
C 0.59207 4.28715 -1.34994 -0.1 0.0 0.0
C -0.22655 -4.74689 -0.28518 -0.1 0.0 0.1
C -4.90564 -1.34464 -1.02717 0.0 0.0 0.0
C 6.81961 -0.71487 -0.45680 0.0 0.0 0.0
C -3.03461 3.28925 -0.72930 0.1 0.4 0.2
C -1.65473 1.14373 2.80374 0.1 0.0 0.0
C -2.71543 -0.34428 -0.71535 0.3 -0.1 -0.1
C -2.47283 4.71179 -0.56292 0.1 -0.1 -0.1
C 6.84668 0.08139 -1.59204 0.0 0.0 0.0
H 5.77815 -1.19540 1.35468 0.0 0.0 0.0
H -1.43870 4.51996 1.28724 0.0 0.0 0.0
H 5.87901 1.67607 -2.64880 0.0 0.0 0.0
H -0.10558 -5.07822 -1.32410 0.0 0.0 0.0
H 0.01541 -3.46588 -3.33464 0.0 0.0 0.0
H -0.07840 -1.94792 3.17375 0.0 0.0 0.0
H 7.58547 -1.46169 -0.29444 0.0 0.0 0.0
H 0.06606 1.96708 -3.85875 -0.1 0.0 0.0
H 2.19861 -3.47700 1.68455 0.0 0.0 0.0
H -1.63025 0.82480 -3.74864 0.0 0.0 0.0
H -3.86074 -1.25777 0.85114 0.0 0.0 0.0
H 0.65241 -6.56817 0.47607 0.0 0.0 0.0
H 0.49312 3.63946 1.92521 0.0 0.0 0.0
H 2.34852 0.83153 3.22951 0.1 0.0 0.0
H -1.41507 -2.21088 2.05338 0.0 0.0 0.0
H -0.82643 5.81366 0.25874 0.0 0.0 0.0
H 4.14100 0.18620 2.20205 0.0 0.0 0.0
H 2.67206 -2.11301 0.65890 0.0 0.0 0.0
H -5.76172 -1.86215 -0.60931 0.0 0.0 0.0
H 1.82565 -5.26937 0.29263 0.0 0.0 0.0
H -1.83997 -4.83021 1.17648 0.0 0.0 0.0
H 2.85146 -3.71609 -0.80900 0.0 0.0 0.0
H -0.37303 0.29354 4.29367 0.0 0.0 0.0
H 0.67586 -5.24323 1.63076 0.0 0.0 0.0
H -5.05649 1.16324 3.03854 0.0 0.0 0.0
H 7.63197 -0.04021 -2.32582 0.0 0.0 0.0
H -2.39746 -4.68520 -0.48499 0.0 0.0 0.0
H -0.23186 -1.73653 -3.11848 0.0 0.0 0.0
H -4.56564 -0.03206 5.15092 0.0 0.0 0.0
H -5.71698 -1.32687 -3.03509 0.0 0.0 0.0
H -3.77224 -0.11497 -3.96635 0.0 0.0 0.0
H 0.61907 5.38561 -1.41451 0.0 0.0 0.1
H 3.09845 -3.23136 -2.48196 0.0 0.0 0.0
H -1.11670 3.93929 -2.63765 0.0 0.1 -0.1
H -3.18272 5.32215 0.00169 0.0 0.0 0.0
H 0.42033 -1.09752 0.91302 0.0 -0.2 0.0
H -1.76917 -6.23462 0.10707 0.0 0.0 0.0
H -2.64694 2.83868 -1.63556 -0.1 0.0 -0.1
H 1.57068 -1.61389 -1.46548 0.0 0.0 0.0
H 1.17480 1.97139 -2.49269 0.1 0.0 -0.1
H 1.83096 3.51016 0.77398 0.0 -0.1 0.0
H -2.36620 5.18623 -1.54012 0.0 0.0 0.0
H -0.37048 -3.56190 2.53094 0.0 0.0 0.0
H 1.16200 5.10799 1.16776 0.0 0.0 0.0
H 0.39134 4.24923 -3.46650 0.0 0.0 0.0
H -2.19089 -0.45015 5.76710 0.0 0.0 0.0
H 2.02145 -4.57306 -2.11022 0.0 0.0 0.0
H 0.82688 1.09637 2.36363 -0.1 0.0 -0.1
H 1.26371 -2.33431 -3.86639 0.0 0.0 0.0
H 4.10341 1.97649 -0.97734 0.0 0.0 0.0
H -4.44698 2.32190 1.15051 0.0 0.1 0.1
H 1.62870 3.94606 -1.31205 0.0 0.0 0.0
H 2.26471 -1.85077 2.35460 0.0 0.0 0.0
H -4.12703 3.30391 -0.80448 0.0 0.0 0.1



Entry 2:
98
Properties=species:S:1:pos:R:3:forces:R:3 method="wB97M-V/def2-TZVPD" charge=+3 lumo_energy_ev="-11.40 / -10.33" orbital_gap_ev="3.85 / 4.94"
Pb 0.49270 -0.46190 0.80891 0.4 -0.3 0.3
P -2.62489 -0.39480 0.43028 -2.3 -0.3 0.8
P 2.71773 1.02501 0.16737 0.5 0.5 -0.3
O 1.81302 -2.18439 4.05797 0.2 2.3 -1.9
N -0.43587 -0.20370 -1.33827 -2.2 2.5 -2.3
N 0.65145 -3.15368 -0.56463 -0.1 1.4 -0.8
N -0.15661 1.95404 0.57777 -0.5 0.2 -0.8
C -0.85451 4.60580 1.02888 0.4 0.3 -0.1
C -1.32509 2.01145 -6.05406 0.0 -0.1 0.1
C -0.04383 -5.64476 2.06410 0.1 0.0 -0.1
C 0.34033 4.28503 0.37648 -0.1 0.3 0.1
C -4.15817 -0.70264 2.86130 -0.3 0.5 -0.2
C 3.87789 0.43492 -1.21223 -0.1 -0.1 0.4
C -4.07679 1.18324 -1.46150 0.3 0.1 0.1
C -1.58927 2.37838 -3.67295 -0.2 -0.1 -0.3
C -1.74702 3.59574 1.32012 -0.5 -0.5 -0.2
C -0.17410 -4.91966 0.87612 0.5 0.2 0.1
C -0.70247 0.78332 -5.81103 0.1 -0.1 0.4
C 1.10964 -5.51907 2.84570 -0.1 0.1 0.1
C -0.55255 0.32925 -4.49983 0.0 -0.4 -0.2
C 4.24819 3.04549 1.46934 0.2 0.1 0.0
C 5.08585 1.37086 -1.33033 0.2 0.0 -0.2
C 3.54274 1.70923 1.73251 0.0 -0.5 0.0
C 1.86214 -1.37464 3.25247 -0.2 -2.5 2.3
C -5.50193 -0.32422 -0.12599 -0.1 -0.1 0.4
C 1.94513 2.53287 -0.53656 -0.6 0.3 0.0
C -2.47451 1.27485 0.93849 0.5 1.3 1.5
C 4.53529 0.65607 2.25641 0.2 0.1 0.1
C -0.93394 0.54932 -2.11239 3.1 -2.7 0.3
C 2.02566 -3.93529 1.26737 -0.5 0.0 -0.2
C -3.66958 -2.79935 1.51366 0.0 -0.1 -0.3
C -1.76023 2.81253 -4.99091 0.2 -0.1 0.4
C -3.92682 -1.28889 -1.85923 -0.1 -0.1 -0.1
C 4.34423 -0.98974 -0.86637 0.1 0.0 0.0
C 0.86513 -4.05376 0.48847 -0.3 -0.4 1.0
C 0.66067 2.94395 0.18426 0.2 -0.9 -0.1
C 3.11118 0.41075 -2.55115 0.0 0.1 0.0
C 2.45605 1.94424 2.80200 -0.1 0.0 0.0
C -4.13024 -0.19745 -0.79690 0.3 -0.3 -0.6
C -1.04522 1.10082 -3.42947 -0.4 1.0 -0.3
C 2.13481 -4.65832 2.44940 0.1 -0.5 -0.2
C -3.13127 -1.44970 2.01127 0.6 -0.6 0.1
C -1.44836 2.25486 0.94920 0.6 0.1 0.4
C -1.88787 -1.71445 2.88122 0.1 0.0 -0.1
H -4.84235 1.22499 -2.25133 0.2 -0.1 0.3
H 2.81361 -3.24750 0.94711 -0.1 -0.2 0.1
H 2.10585 -0.02862 -2.46048 0.2 0.0 0.0
H 5.70153 1.01317 -2.16902 -0.1 0.1 0.2
H -3.98306 -2.29963 -1.43320 0.0 0.2 -0.1
H -1.08582 5.64529 1.26234 0.0 -0.3 0.0
H -1.87615 3.01127 -2.82971 -0.1 -0.2 -0.3
H 5.34438 0.45126 1.54105 -0.2 0.1 0.3
H 3.01702 1.41491 -2.98609 0.0 -0.3 0.1
H -2.20465 -2.26572 3.78086 0.0 0.2 -0.3
H -1.14554 -2.34625 2.36929 -0.2 0.1 0.1
H 4.99703 1.05651 3.17230 -0.1 -0.2 -0.2
H -1.06043 -5.02085 0.23922 0.3 0.0 0.3
H -3.98030 -3.39693 2.38356 0.1 0.2 -0.2
H 4.79030 3.31971 2.38687 -0.2 0.0 -0.2
H -3.76491 0.25745 3.21472 -0.1 -0.2 0.1
H 4.02923 -0.28563 2.52203 0.2 0.3 -0.2
H -0.84794 -6.31787 2.37412 0.3 0.2 -0.1
H -5.67429 0.47661 0.60512 0.0 -0.2 -0.2
H -2.89049 -3.36320 0.98105 -0.2 0.1 0.2
H 5.72406 1.35913 -0.43698 -0.2 0.0 -0.3
H 4.79242 2.40482 -1.55895 0.1 -0.2 0.1
H -0.15753 -3.32378 -1.16036 0.4 -0.2 0.2
H -0.33978 0.16759 -6.63792 -0.1 0.3 0.3
H 1.96215 1.01030 3.11471 0.2 0.4 -0.1
H 5.05074 -1.31487 -1.64283 -0.2 0.0 0.2
H -6.26812 -0.20679 -0.90918 0.3 0.0 0.1
H 3.68354 -0.19680 -3.26766 -0.2 0.1 0.2
H 3.53565 3.85437 1.25935 0.2 -0.2 0.1
H 3.50953 -1.70746 -0.85424 0.2 0.2 0.0
H 1.04909 5.04522 0.04581 -0.3 -0.1 0.1
H -4.26812 1.99298 -0.74693 -0.1 -0.2 -0.2
H 2.65758 3.36857 -0.53884 -0.1 -0.3 0.0
H -0.06486 -0.62652 -4.28575 -0.3 0.3 -0.2
H 1.21033 -6.08861 3.77241 -0.1 0.2 -0.4
H -5.10563 -0.52686 2.34295 0.3 -0.1 0.2
H -3.38874 1.62649 1.44357 0.2 -0.2 -0.4
H 2.94934 2.37088 3.68919 -0.2 -0.1 -0.2
H 1.70189 2.32258 -1.59278 -0.1 0.1 0.4
H -4.71143 -1.19363 -2.62344 0.2 -0.1 0.2
H -5.67822 -1.29380 0.35199 0.0 0.3 -0.2
H 3.04686 -4.57944 3.04423 -0.3 0.0 -0.1
H -1.40887 -0.78528 3.22068 -0.1 -0.1 0.0
H -1.46558 2.34679 -7.08389 0.0 -0.1 0.4
H -4.53406 -2.70486 0.84616 0.2 -0.1 0.3
H -2.71665 3.78791 1.77687 0.2 0.2 -0.2
H 4.98221 2.99343 0.65675 -0.2 0.1 0.3
H 1.46075 -2.88192 -1.11632 -0.1 -0.5 0.0
H 1.69874 2.66388 2.46734 0.2 -0.1 0.2
H -3.10647 1.36620 -1.92991 -0.3 0.0 0.0
H -4.37994 -1.32084 3.74420 0.1 0.1 -0.2
H -2.95349 -1.18095 -2.35416 -0.2 -0.1 0.0
H -2.24032 3.77299 -5.18332 0.2 -0.3 0.0
H 4.86124 -1.04229 0.10013 -0.1 0.0 -0.3



Result set for M: 719.8, 826.0 g/mol, one per record in the order listed.